Here is a molecular structure, C44H55FN6PPbS from the OMol25 dataset. Energies are from ωB97M-V/def2-TZVPD.

The geometry in ORCA input format:
```
! wB97M-V def2-TZVPD RIJCOSX def2/J DEFGRID3
* xyz -1 1
C -2.92 -3.61 -1.50
C -0.78 -3.52 -3.69
H 3.94 3.12 7.85
C -2.19 1.03 0.65
H -3.20 1.06 -3.74
H 0.16 1.98 -1.59
H -5.89 -4.84 -0.74
C -2.49 -0.94 -3.30
H -4.70 -5.91 0.00
H -2.27 0.45 3.97
H 0.12 3.76 -1.35
N 0.86 1.31 1.73
C 3.06 3.21 5.90
C 4.51 0.58 -2.41
H -1.86 3.23 2.48
H -0.71 3.34 1.13
C -0.44 -0.57 1.42
C -3.92 -3.96 -0.50
H 1.31 4.63 -4.66
H 0.93 -0.37 6.38
C 2.02 2.03 1.65
C 0.42 -2.85 2.22
H 0.83 -3.12 -5.08
C -4.84 -5.14 -0.76
H -1.77 1.81 0.02
H 1.11 -4.20 -2.87
H -1.60 1.01 -2.97
H 3.66 1.04 3.37
H -0.48 -3.45 2.03
C 0.03 0.27 4.53
C 0.04 -1.44 2.59
C -0.26 1.44 3.95
H 0.98 -3.33 3.02
H -0.12 -4.59 -5.43
H -0.19 3.77 2.76
C 2.83 1.72 -3.65
H -3.64 -2.64 -4.03
C 2.95 2.64 4.63
H -1.80 -3.91 -3.77
H 2.34 4.42 -3.24
H 2.49 4.11 6.13
C 3.14 0.78 -2.65
C -2.24 0.52 -3.70
C -3.30 0.39 0.30
H 1.87 4.15 3.93
H 5.94 2.75 -4.59
N 0.70 3.13 -3.29
N 0.69 0.17 0.92
H -1.77 0.56 -4.69
H -0.77 -2.98 -5.80
H 1.01 -2.86 1.30
C 0.30 -1.01 3.84
N 2.43 3.08 2.34
C -3.09 -2.12 0.95
H -4.35 -0.62 3.35
C 5.17 2.20 -4.06
H -2.69 -1.79 -5.27
H -0.07 -5.50 -3.10
C 3.71 1.49 4.35
C -0.40 1.65 2.46
H -3.01 -4.16 -2.44
C -3.84 -0.73 1.17
S 3.13 1.56 0.37
F -0.21 -1.04 -4.51
H -4.17 -1.06 -4.64
H 1.66 2.87 -1.42
H 0.03 1.14 6.50
P -0.89 -1.85 -2.80
C 3.83 2.40 -4.36
C -1.99 -2.66 -1.36
H -4.82 -3.43 1.33
H 4.81 -0.15 -1.65
H 6.55 1.12 -2.82
C 0.05 -4.46 -2.79
Pb 1.97 -0.55 -0.87
C 0.65 2.93 -1.82
H -0.26 3.12 -3.64
H 5.10 0.06 5.09
C 4.53 0.95 5.33
H -4.64 -5.58 -1.73
H -0.47 2.29 4.59
H -4.90 -0.88 0.97
H -3.85 0.65 -0.61
H 1.31 2.23 -5.09
C -1.44 0.61 1.90
C 3.88 2.66 6.87
H -0.24 -4.38 -1.74
H 0.77 5.24 -3.08
H -3.07 -0.91 -2.38
C 1.39 1.98 -4.03
H 0.76 -1.74 4.50
H 5.27 1.08 7.35
N 2.08 3.19 3.71
C 0.04 0.16 6.03
H -2.66 -2.38 1.92
C -0.17 -3.55 -5.09
C -2.47 0.22 2.94
N -0.83 -1.36 0.27
C -1.90 -1.99 -0.01
C -3.61 -0.35 2.60
C 5.51 1.29 -3.07
H 0.80 1.08 -3.83
C -3.29 -1.66 -4.37
C -0.82 3.09 2.18
C -4.03 -3.23 0.60
H -0.84 -0.40 6.36
C 1.32 4.45 -3.59
C 4.62 1.52 6.60
H 3.56 3.07 -5.17
*
```

Results
DFT total energy: -3070.2375 Ha

Mulliken population analysis, charges in e, atoms 1 to 2:
1. C 0.245
2. C 0.465

***

Here is a molecular structure, C44H55GeN3O6Ti in a non-equilibrium geometry from the OMol25 dataset. Energies are from ωB97M-V/def2-TZVPD.

The geometry in ORCA input format:
```
! wB97M-V def2-TZVPD RIJCOSX def2/J DEFGRID3
* xyz 0 1
H 2.52 -5.00 -1.08
H 0.28 0.17 -5.48
H -2.28 -3.72 0.19
C -3.74 -0.88 -1.97
N -1.92 0.44 -0.89
O -0.61 -1.36 0.53
C -3.18 -2.82 -3.26
C 0.69 -4.55 -0.12
H -1.48 -4.94 1.22
C 0.49 -2.22 3.56
O 1.92 2.55 -2.14
C 1.97 -4.12 3.46
H 2.28 0.31 5.19
N 1.22 -1.92 -0.59
H 2.19 -5.15 3.72
C 3.05 0.48 -2.21
H 2.59 4.50 -1.96
H 0.07 -4.12 4.47
C -3.65 -0.05 0.88
C 1.78 3.92 -2.43
C 0.80 0.62 -4.62
C 3.98 1.65 2.60
H -2.38 3.70 5.82
H 1.49 1.38 -5.01
H 6.25 1.91 5.10
H 3.86 1.88 1.55
H 0.34 3.05 -4.61
H 0.56 4.48 -0.76
C 1.82 -4.24 -0.77
H -3.48 -3.70 -3.82
C 0.78 -3.54 3.88
C -0.54 2.49 -4.26
C -3.89 2.00 -0.61
C 3.10 0.77 4.64
H -4.50 -0.49 0.34
H 3.98 2.44 -2.18
C -1.72 3.08 5.23
C 0.16 -2.28 0.10
H -1.20 2.35 -5.12
H -5.76 -3.12 -3.55
H -4.03 0.38 1.81
O -0.13 1.23 -3.75
C -2.39 -0.57 -1.71
H 3.31 -1.45 1.87
H 3.16 0.38 -1.13
H -2.44 1.25 6.08
H -1.51 4.26 -3.55
H 3.16 2.06 -3.71
C 2.87 -3.36 2.72
C -5.60 -2.23 -2.94
H -2.89 2.44 1.70
H -6.11 -2.36 -1.98
C 1.03 1.04 0.59
C 2.11 -2.85 -1.10
C -0.04 1.44 3.68
C -0.93 0.89 4.60
H -2.18 2.73 -2.93
C 3.10 1.95 -2.61
H 2.54 -0.63 -4.36
O 3.06 -2.52 -1.80
C -1.47 -3.90 0.91
H 0.70 3.29 2.87
C 4.28 1.08 5.30
O -0.56 3.35 -1.96
C -2.90 1.03 0.07
H 1.82 4.10 -3.51
C 2.93 1.05 3.29
H 3.80 -3.80 2.39
C 5.32 1.68 4.60
H -4.54 -0.27 -1.56
C -1.46 -1.41 -2.37
Ti 0.04 0.07 -0.71
H -4.33 1.62 -1.52
H -4.69 2.23 0.09
C -0.78 -3.43 -3.69
C 0.43 4.34 -1.83
C 0.00 2.83 3.57
C -1.27 3.26 -3.17
H -3.37 2.94 -0.84
C 1.58 -0.46 -3.86
H -2.96 -0.85 1.13
H 4.39 0.85 6.35
C -1.76 1.70 5.37
H -0.98 -0.18 4.74
C 5.17 1.97 3.25
H 1.04 -1.40 -3.87
H -0.45 -1.79 3.89
H -0.40 -1.18 -2.29
C -1.83 -2.53 -3.09
H 0.10 5.29 -2.28
H 0.19 -3.31 -3.19
H -6.06 -1.38 -3.44
H -1.62 1.22 1.77
C 2.58 -2.04 2.42
H -1.48 2.56 0.63
Ge 1.22 0.49 2.43
H -0.79 4.72 4.22
O 1.80 -0.13 -2.51
H 1.46 2.04 0.45
H 5.98 2.43 2.70
C -4.13 -1.97 -2.72
H 3.85 -0.07 -2.71
N -0.18 -3.59 0.31
H -0.64 -3.24 -4.75
H -1.07 -4.48 -3.58
C -2.17 1.87 1.11
C 1.38 -1.45 2.83
H -1.63 -3.26 1.77
C -0.83 3.65 4.33
H 0.40 -5.57 0.11
*
```

Results
DFT total energy: -5251.6970 Ha
Energy relative to the best compared isomer or geometry (same formula, charge and spin): 39.6 kcal/mol

Mulliken population analysis, charges in e, atoms 1 to 2:
1. H 0.484
2. H 0.545

***

Here is 2 unconnected molecules or ions with the total composition C44H56BF2N2 in a non-equilibrium geometry from the OMol25 dataset. Energies are from ωB97M-V/def2-TZVPD.

The geometry in ORCA input format:
```
! wB97M-V def2-TZVPD RIJCOSX def2/J DEFGRID3
* xyz 1 1
H -3.33 1.52 -0.42
C 0.38 -4.01 2.35
H -4.98 1.80 -0.99
H -0.39 5.63 5.26
C -1.75 -3.86 -4.56
C 2.10 -0.77 -2.19
H -1.11 -4.48 -5.20
H -3.74 -1.83 -5.74
C 2.70 0.05 -1.07
H -0.26 -1.42 4.52
H -0.81 1.56 -1.15
H -5.11 1.15 -2.99
H 1.76 4.95 1.23
F 5.93 6.46 0.15
C 4.78 3.44 1.80
H -6.38 -0.76 -0.03
H 0.73 -2.90 4.71
C 1.62 2.31 5.06
H 4.79 0.44 -0.48
C -4.46 -0.19 -4.56
C 4.21 -0.17 -1.17
H -0.45 -2.53 -6.66
C 0.00 -2.07 -4.21
F -0.64 4.05 7.32
C 1.76 3.25 3.98
C -3.60 -1.26 -4.82
C -4.45 0.32 -3.26
C -0.14 -2.46 4.20
C -1.41 -2.23 2.15
H 1.42 -4.18 2.64
H -4.70 1.21 0.66
C -1.24 -2.82 -1.43
H 0.23 1.06 0.60
C 1.08 -1.65 2.09
C 2.84 4.85 1.31
C -2.56 -1.09 -2.63
H -3.83 -2.28 -0.18
C 2.23 -0.35 0.37
H 3.09 1.93 3.05
H 6.69 4.14 1.07
C -0.03 -2.58 2.67
C 2.08 -1.27 2.99
C -1.40 -2.38 -4.70
C -5.89 -0.73 -1.01
H 1.19 5.24 3.34
C 2.64 2.90 2.91
H -1.75 0.88 0.52
H 4.45 -1.22 -0.98
H 5.17 2.51 2.20
C 0.17 3.80 6.23
H 3.81 -0.05 3.39
H -1.83 -3.63 -1.84
C -0.12 -2.87 -0.69
C 3.05 -0.33 2.66
C -1.36 -2.09 -6.21
H -5.95 -1.75 -1.43
C 1.17 -1.22 0.73
H 0.84 1.89 7.03
H 0.52 -3.72 -0.46
H 0.20 -0.99 -4.27
H -2.21 -2.54 -6.74
H 2.67 1.79 -2.35
N 0.15 -1.58 -0.24
H 2.64 -0.56 -3.12
H -1.64 -4.21 -3.53
C -4.42 -0.30 -0.87
H -1.34 -1.02 -6.42
H -0.26 -4.73 2.89
H 1.06 -0.48 -2.36
C 0.89 2.60 6.20
C 2.39 1.53 -1.32
H 0.28 -4.22 1.29
H 3.65 1.07 1.12
H 2.93 2.18 -0.63
H 0.17 -2.42 -3.19
C -4.35 1.14 -0.38
C 3.02 0.21 1.38
H -4.41 -1.19 1.09
C -2.51 -1.54 -3.99
C 5.63 4.35 1.18
C -3.72 -0.35 -2.26
C 0.23 4.74 5.20
H -5.12 0.21 -5.32
H 3.32 6.71 0.29
H -6.46 -0.06 -1.66
H -1.02 -3.01 4.54
H 2.15 1.36 4.98
H -2.19 -2.71 2.76
C 3.38 3.73 2.01
H -1.59 -1.15 2.18
H 0.76 -2.57 -4.83
C -3.82 -1.24 0.16
H 2.09 -1.70 3.99
C 5.08 5.53 0.68
C 3.70 5.79 0.73
H 1.32 1.72 -1.21
H -2.79 -4.02 -4.86
H 4.55 0.07 -2.19
H -2.81 -0.92 0.41
B -0.76 0.76 -0.23
N -1.55 -1.47 -1.65
H 2.18 -1.85 -2.01
H -1.56 -2.61 1.14
C -0.75 -0.71 -0.83
C 1.06 4.49 4.11
*
```

Results
DFT total energy: -2043.9511 Ha
Energy relative to the best compared isomer or geometry (same formula, charge and spin): 6.9 kcal/mol

Mulliken population analysis, charges in e, atoms 1 to 2:
1. H 0.173
2. C -1.492

***

Number 1: gap between HOMO and LUMO 5.59 eV, molar mass 957.205 g/mol, HOMO level -3.71 eV. Number 2: gap between HOMO and LUMO 7.66 eV, molar mass 842.416 g/mol, HOMO level -7.19 eV. Number 3: gap between HOMO and LUMO 4.60 eV, molar mass 661.754 g/mol, HOMO level -10.28 eV.